The following is a quantum chemistry calculation of a cluster of 2 separate species, C18H33ClFN2O4 in total at a distorted geometry, from the OMol25 dataset.

As for the HOMO energy: -11.933 eV. Its spin multiplicity is 1. The HOMO-LUMO gap comes out at 0.3473 hartree. The calculation puts the energy above the lowest of the compared OMol25 structures with the same formula, charge and spin at 11.2 kcal/mol. The total charge is +1.

Each line ends with the Mulliken charge.
Positions of all 59 atoms, in Å:
C1 4.68 3.22 -1.88  -1.369
C2 3.30 2.90 -1.32  -0.154
C3 2.94 1.46 -1.58  -0.790
C4 1.54 1.08 -1.27  -1.153
C5 1.20 1.13 0.28  2.170
C6 0.06 1.99 0.92  0.015
O1 -0.27 2.03 2.07  -0.605
O2 -0.64 2.55 -0.09  -0.196
C7 -1.74 3.42 0.35  -0.368
C8 -2.68 3.47 -0.82  -1.052
C9 2.31 0.88 1.29  -0.101
O3 2.38 1.49 2.33  -0.592
O4 3.06 -0.18 0.95  -0.109
C10 4.12 -0.33 1.91  -0.319
C11 5.05 -1.38 1.36  -1.185
H1 4.86 4.29 -1.80  0.388
H2 5.47 2.71 -1.33  0.311
H3 4.77 2.94 -2.94  0.348
H4 3.29 3.10 -0.24  0.292
H5 2.54 3.53 -1.78  0.268
H6 3.00 1.23 -2.65  0.530
H7 3.60 0.77 -1.05  0.149
H8 0.74 1.68 -1.69  0.511
H9 1.38 0.04 -1.59  0.257
H10 -2.21 3.00 1.24  0.351
H11 -1.31 4.39 0.58  0.337
H12 -3.55 4.09 -0.59  0.423
H13 -2.19 3.88 -1.71  0.282
H14 -3.05 2.46 -1.07  0.164
H15 4.64 0.62 2.09  0.314
H16 3.67 -0.66 2.85  0.356
H17 5.77 -1.68 2.13  0.404
H18 4.50 -2.27 1.04  0.278
H19 5.62 -1.00 0.50  0.293
Cl1 -4.61 -4.96 1.29  -0.099
C12 -4.56 -3.79 -0.05  -0.538
N1 -3.42 -2.87 0.08  -0.079
C13 -3.50 -2.02 1.39  -0.576
C14 -2.33 -1.07 1.44  -0.556
N2 -1.64 -1.33 0.17  0.102
F1 0.76 -0.14 0.48  -0.431
C15 -2.32 -0.93 -1.04  0.171
C16 -3.48 -1.91 -1.12  -0.702
C17 -0.95 -2.62 0.13  -0.629
C18 -2.06 -3.63 0.04  -0.662
H20 -4.44 -4.34 -0.98  0.409
H21 -5.48 -3.20 -0.03  0.403
H22 -4.43 -1.44 1.34  0.372
H23 -3.47 -2.73 2.22  0.371
H24 -2.58 -0.01 1.47  0.251
H25 -1.60 -1.30 2.23  0.387
H26 -2.62 0.13 -0.92  -0.445
H27 -1.60 -1.01 -1.87  0.453
H28 -3.38 -2.51 -2.03  0.363
H29 -4.42 -1.36 -1.06  0.415
H30 -0.27 -2.63 -0.73  0.372
H31 -0.36 -2.70 1.06  0.433
H32 -2.06 -4.30 0.91  0.400
H33 -2.02 -4.16 -0.92  0.369